Entry 1:
Density functional theory data (wB97M-V/def2-TZVPD) for 9 unconnected molecules or ions with the total composition C50H127N9O16 in a non-equilibrium geometry.

Output
2S+1 ... 1
Max |F| ... 2.9 eV Å⁻¹
E_HOMO ... -8.5 eV
SMILES ... COC[C@H](C)N.COC[C@H](C)N.COCCNCCOC.COCCNCCOC.COCCNCCOC.COCCNCCOC.COCCNCCOC.COCCNCCOC.COCCNCCOC
Electronic energy ... -3677.395905 Ha
Orbital gap ... 8.854 eV
LUMO level ... 0.4 eV
Energy relative to the best compared isomer or geometry (same formula, charge and spin) ... 87.6 kcal/mol

Geometry (Å):
C  6.814  19.597  8.110
O  8.115  19.917  8.624
C  8.955  20.491  7.714
C  8.575  21.936  7.365
N  8.811  22.850  8.522
C  8.806  24.242  8.150
C  8.962  25.114  9.440
O  7.679  25.151  10.111
C  7.711  25.767  11.405
H  6.210  20.438  7.770
H  6.284  18.976  8.831
H  6.805  18.950  7.233
H  8.894  19.917  6.790
H  10.002  20.460  8.015
H  7.539  22.095  7.066
H  9.308  22.185  6.597
H  8.113  22.737  9.243
H  7.874  24.536  7.667
H  9.684  24.395  7.522
H  9.288  26.107  9.131
H  9.725  24.669  10.078
H  8.028  26.804  11.299
H  8.500  25.281  11.979
H  6.755  25.746  11.928
C  7.665  24.787  4.610
O  8.249  26.097  4.422
C  9.515  25.952  3.776
C  10.096  27.349  3.601
N  10.042  28.142  4.798
C  11.020  27.848  5.828
C  10.831  28.806  7.054
O  9.514  28.781  7.576
C  9.237  29.668  8.674
H  8.179  24.212  5.380
H  7.618  24.209  3.687
H  6.621  24.819  4.924
H  9.343  25.468  2.815
H  10.177  25.253  4.286
H  9.506  27.733  2.769
H  11.134  27.275  3.276
H  9.135  27.951  5.199
H  12.047  27.963  5.480
H  10.918  26.805  6.130
H  11.007  29.814  6.678
H  11.563  28.674  7.851
H  9.050  30.673  8.294
H  10.067  29.750  9.375
H  8.307  29.340  9.139
C  17.883  22.346  5.466
O  16.787  23.265  5.678
C  17.347  24.496  6.127
C  16.283  25.576  6.198
N  15.787  25.889  4.793
C  14.607  26.774  4.846
C  13.986  26.807  3.396
O  13.564  25.398  3.170
C  13.082  25.294  1.819
H  18.472  22.062  6.338
H  18.580  22.741  4.726
H  17.557  21.406  5.020
H  18.156  24.899  5.518
H  17.727  24.333  7.135
H  16.724  26.514  6.535
H  15.486  25.346  6.904
H  15.587  25.036  4.291
H  14.852  27.807  5.096
H  13.871  26.331  5.516
H  14.698  27.115  2.630
H  13.109  27.454  3.407
H  12.688  24.302  1.600
H  13.890  25.581  1.146
H  12.228  25.960  1.691
C  17.385  13.107  17.119
O  18.211  14.228  16.619
C  17.698  14.731  15.393
C  18.621  15.942  15.148
N  18.353  16.606  13.860
C  19.332  17.667  13.574
C  18.903  18.417  12.264
O  18.905  17.575  11.132
C  18.436  18.165  9.951
H  16.371  13.491  17.236
H  17.716  12.840  18.122
H  17.357  12.308  16.378
H  16.644  14.987  15.497
H  17.860  14.019  14.584
H  19.598  15.461  15.188
H  18.567  16.649  15.976
H  18.456  15.846  13.203
H  20.307  17.207  13.412
H  19.474  18.427  14.342
H  19.553  19.284  12.148
H  17.892  18.796  12.418
H  19.217  18.841  9.603
H  17.471  18.661  10.054
H  18.235  17.448  9.154
C  18.930  21.679  15.189
O  19.123  22.300  13.905
C  17.920  22.216  13.086
C  18.257  22.699  11.674
N  19.228  21.881  10.931
C  19.609  22.593  9.714
C  20.729  21.863  8.999
O  21.996  22.045  9.590
C  23.042  21.390  8.920
H  18.736  20.610  15.094
H  17.986  22.023  15.612
H  19.729  21.900  15.896
H  17.106  22.847  13.441
H  17.623  21.178  12.935
H  18.698  23.664  11.922
H  17.264  22.718  11.225
H  20.061  21.816  11.500
H  20.025  23.552  10.024
H  18.782  22.757  9.023
H  20.704  22.219  7.969
H  20.532  20.791  9.000
H  23.269  21.943  8.009
H  22.885  20.381  8.539
H  23.933  21.272  9.536
C  12.664  25.646  14.109
O  13.622  25.237  13.174
C  14.050  23.867  13.254
C  12.924  22.902  12.837
N  12.713  22.964  11.417
C  11.572  22.189  10.938
C  11.966  20.657  11.007
O  11.683  20.092  12.256
C  12.270  18.817  12.397
H  11.697  25.205  13.869
H  12.547  26.722  13.975
H  12.904  25.348  15.129
H  14.369  23.581  14.256
H  14.886  23.826  12.555
H  11.989  23.062  13.374
H  13.222  21.926  13.221
H  12.571  23.899  11.063
H  11.553  22.409  9.871
H  10.598  22.428  11.365
H  13.010  20.487  10.744
H  11.277  20.142  10.337
H  13.357  18.890  12.438
H  12.108  18.109  11.584
H  11.965  18.474  13.385
C  15.725  20.660  10.414
O  15.426  20.207  9.141
C  15.738  21.165  8.112
C  14.386  21.784  7.745
N  14.044  22.981  8.483
C  12.984  23.725  7.788
C  12.713  25.111  8.490
O  12.197  25.006  9.833
C  12.272  26.261  10.486
H  16.805  20.705  10.553
H  15.250  19.946  11.087
H  15.331  21.648  10.655
H  16.136  20.634  7.247
H  16.400  21.982  8.401
H  13.524  21.118  7.788
H  14.369  21.947  6.667
H  13.690  22.775  9.406
H  12.053  23.159  7.776
H  13.172  23.959  6.740
H  11.898  25.705  8.077
H  13.580  25.757  8.352
H  12.005  26.153  11.538
H  11.555  26.957  10.051
H  13.304  26.610  10.466
C  10.330  15.644  10.122
C  10.051  16.984  9.396
C  10.515  17.045  7.871
O  11.991  16.997  7.631
C  12.733  18.004  8.321
N  8.624  17.342  9.370
H  11.403  15.449  10.117
H  9.962  14.822  9.508
H  9.921  15.628  11.132
H  10.488  17.784  9.994
H  10.075  17.946  7.444
H  10.179  16.151  7.345
H  13.806  18.040  8.133
H  12.597  17.877  9.395
H  12.317  18.989  8.110
H  8.292  17.481  10.313
H  8.477  18.272  9.006
C  13.895  18.835  0.232
C  12.997  20.049  0.384
C  13.726  21.403  0.874
O  14.296  21.109  2.156
C  14.719  22.231  2.883
N  12.303  20.207  -0.841
H  13.319  17.981  -0.124
H  14.384  18.669  1.192
H  14.712  19.072  -0.450
H  12.274  19.834  1.171
H  12.945  22.162  0.900
H  14.517  21.823  0.253
H  15.183  21.919  3.819
H  13.940  22.928  3.190
H  15.495  22.770  2.339
H  11.857  19.344  -1.119
H  11.529  20.851  -0.758

=====

Entry 2:
Density functional theory data (wB97M-V/def2-TZVPD) for 13 unconnected molecules or ions with the total composition C50H138N12O14 in a non-equilibrium geometry.

Output
2S+1 ... 1
Max |F| ... 3.5 eV Å⁻¹
E_HOMO ... -8.7 eV
Electronic energy ... -3697.872294 Ha
Orbital gap ... 9.219 eV
LUMO level ... 0.6 eV
Energy relative to the best compared isomer or geometry (same formula, charge and spin) ... 81.4 kcal/mol

Geometry (Å):
C  -4.192  4.058  -3.132
C  -3.056  4.078  -2.093
C  -3.494  3.326  -0.850
O  -4.631  3.928  -0.210
C  -5.261  3.163  0.825
N  -1.703  3.718  -2.534
H  -3.952  4.751  -4.008
H  -5.129  4.345  -2.634
H  -4.395  3.032  -3.478
H  -3.031  5.111  -1.772
H  -2.700  3.238  -0.152
H  -3.799  2.269  -1.031
H  -5.941  2.362  0.429
H  -5.871  3.835  1.412
H  -4.479  2.719  1.456
H  -1.282  4.541  -3.023
H  -1.848  2.914  -3.169
C  7.769  -0.323  0.961
C  6.429  0.254  0.768
C  5.284  -0.422  1.469
O  5.077  -1.741  1.074
C  3.771  -2.134  1.493
N  6.433  1.722  1.172
H  8.036  -0.318  2.047
H  8.603  0.103  0.422
H  7.692  -1.358  0.663
H  6.179  0.188  -0.327
H  4.462  0.138  1.021
H  5.171  -0.175  2.567
H  3.731  -3.205  1.560
H  3.080  -1.697  0.650
H  3.540  -1.632  2.490
H  6.753  2.305  0.396
H  5.581  2.163  1.507
C  -0.244  -0.523  5.200
C  0.992  -0.141  5.877
C  1.854  0.902  5.052
O  2.347  0.372  3.799
C  1.639  0.674  2.597
N  0.715  0.500  7.103
H  -0.940  0.355  5.172
H  -0.829  -1.319  5.645
H  0.014  -0.811  4.170
H  1.575  -1.032  5.980
H  2.750  1.180  5.580
H  1.221  1.748  4.880
H  1.503  1.793  2.417
H  0.622  0.251  2.505
H  2.279  0.325  1.751
H  1.545  0.689  7.651
H  0.028  0.078  7.733
C  5.225  4.426  4.497
C  3.918  4.968  3.928
C  3.935  5.279  2.459
O  4.711  6.505  2.305
C  4.094  7.754  2.246
N  2.836  4.027  4.291
H  5.289  4.517  5.652
H  6.045  5.023  4.113
H  5.247  3.357  4.296
H  3.702  5.985  4.385
H  2.827  5.517  2.150
H  4.358  4.527  1.827
H  3.063  7.711  2.748
H  3.851  8.047  1.228
H  4.825  8.518  2.590
H  2.909  3.682  5.248
H  1.929  4.469  4.312
C  4.366  -1.903  -2.281
C  5.297  -2.472  -3.268
C  6.172  -3.638  -2.704
O  5.324  -4.579  -2.194
C  5.723  -5.946  -2.094
N  4.611  -2.864  -4.509
H  4.821  -1.478  -1.371
H  3.626  -2.662  -1.944
H  3.731  -1.082  -2.734
H  6.013  -1.684  -3.621
H  6.826  -3.278  -1.967
H  6.724  -4.077  -3.526
H  5.938  -6.087  -1.052
H  6.607  -6.273  -2.701
H  4.864  -6.565  -2.443
H  5.206  -3.440  -5.101
H  3.808  -3.440  -4.280
C  3.269  5.013  -1.784
C  3.059  3.544  -1.841
C  2.755  3.225  -3.301
O  2.802  1.861  -3.509
C  2.866  1.486  -4.859
N  4.206  2.852  -1.277
H  3.360  5.471  -0.781
H  2.461  5.622  -2.292
H  4.227  5.168  -2.353
H  2.147  3.247  -1.295
H  3.457  3.734  -3.940
H  1.761  3.582  -3.565
H  1.923  1.801  -5.414
H  2.865  0.405  -4.929
H  3.740  2.018  -5.288
H  4.345  1.922  -1.783
H  4.992  3.382  -1.625
C  1.966  -5.352  -0.490
C  0.658  -5.237  0.283
C  0.901  -4.351  1.513
O  -0.294  -4.162  2.260
C  -0.067  -3.289  3.387
N  -0.495  -4.772  -0.486
H  1.851  -5.842  -1.444
H  2.674  -5.966  0.094
H  2.423  -4.393  -0.527
H  0.376  -6.234  0.484
H  1.294  -3.345  1.379
H  1.611  -4.874  2.176
H  0.540  -2.420  3.111
H  0.336  -3.750  4.281
H  -1.083  -3.015  3.707
H  -1.215  -4.642  0.236
H  -0.302  -3.842  -0.805
C  -7.151  0.751  -1.965
C  -5.616  0.516  -2.243
C  -4.994  -0.468  -1.215
O  -5.500  -1.790  -1.446
C  -4.916  -2.715  -0.531
N  -5.265  0.052  -3.629
H  -7.558  1.600  -2.514
H  -7.249  0.798  -0.878
H  -7.683  -0.163  -2.184
H  -5.174  1.506  -2.007
H  -5.241  -0.103  -0.232
H  -3.897  -0.404  -1.339
H  -5.286  -3.698  -0.891
H  -5.172  -2.517  0.493
H  -3.819  -2.633  -0.609
H  -5.373  -0.935  -3.693
H  -6.027  0.472  -4.157
C  0.547  5.013  -0.095
C  -0.604  4.982  0.930
C  -0.274  3.936  1.930
O  -1.382  3.773  2.853
C  -1.015  3.124  4.114
N  -0.890  6.242  1.535
H  0.671  4.064  -0.592
H  1.484  5.261  0.411
H  0.321  5.757  -0.899
H  -1.456  4.590  0.373
H  0.589  4.140  2.566
H  -0.090  3.055  1.305
H  -1.943  3.294  4.676
H  -0.350  3.764  4.728
H  -0.714  2.108  3.964
H  -1.107  6.925  0.841
H  -1.674  6.158  2.166
C  -0.912  -5.405  -5.417
C  -2.179  -5.140  -4.552
C  -2.564  -6.343  -3.638
O  -2.666  -7.517  -4.446
C  -3.060  -8.677  -3.709
N  -2.001  -3.976  -3.728
H  -0.065  -5.754  -4.853
H  -0.596  -4.462  -5.877
H  -1.128  -6.042  -6.260
H  -3.029  -4.937  -5.252
H  -3.541  -6.283  -3.131
H  -1.729  -6.444  -2.961
H  -2.321  -8.946  -2.988
H  -3.330  -9.451  -4.498
H  -3.968  -8.411  -3.006
H  -2.771  -3.622  -3.207
H  -1.274  -4.057  -2.999
C  -7.101  -0.376  2.414
C  -7.107  -1.372  3.562
C  -5.617  -1.587  3.954
O  -4.953  -2.374  2.932
C  -3.692  -2.703  3.347
N  -7.904  -0.956  4.764
H  -6.337  -0.607  1.653
H  -6.923  0.687  2.648
H  -8.138  -0.307  1.968
H  -7.593  -2.266  3.205
H  -5.556  -2.079  4.951
H  -5.120  -0.584  4.061
H  -3.077  -2.953  2.450
H  -3.667  -3.617  3.966
H  -3.259  -1.968  4.046
H  -7.944  -1.788  5.346
H  -7.321  -0.324  5.315
C  0.522  0.677  -0.815
C  0.150  -0.755  -0.387
C  -1.308  -0.855  0.157
O  -1.435  -0.297  1.439
C  -2.718  0.336  1.728
N  0.254  -1.686  -1.547
H  -0.438  1.087  -1.335
H  1.334  0.655  -1.515
H  0.752  1.352  -0.017
H  0.844  -1.265  0.338
H  -1.524  -1.982  0.045
H  -2.047  -0.380  -0.522
H  -2.540  1.105  2.515
H  -3.375  -0.426  1.988
H  -3.077  0.750  0.861
H  1.122  -2.149  -1.692
H  -0.082  -1.325  -2.432
C  -1.750  0.666  -5.020
C  -1.629  -0.800  -5.429
O  -0.891  -1.502  -4.433
O  -2.507  0.799  -3.820
H  -2.041  1.301  -5.916
H  -0.715  0.922  -4.705
H  -1.122  -0.787  -6.414
H  -2.506  -1.414  -5.681
H  -1.315  -2.379  -4.247
H  -3.434  0.545  -3.861